Entry 1:
A cluster of 2 separate species, C5H12NO in total, computed with ωB97M-V with the def2-TZVPD basis set.

```
! wB97M-V def2-TZVPD RIJCOSX def2/J DEFGRID3
* xyz -1 1
C 1.649 0.850 -0.757
C 1.384 -0.435 -0.941
C 2.336 -1.452 -1.494
C 0.670 1.824 -0.168
H 2.657 1.212 -0.973
H 0.390 -0.780 -0.651
H 2.340 -2.333 -0.845
H 2.025 -1.797 -2.484
H 3.358 -1.075 -1.565
H -0.194 1.291 0.257
H 0.336 2.553 -0.914
H 1.182 2.397 0.614
N -2.890 -0.079 2.294
C -2.652 -0.539 0.875
O -1.385 -0.475 0.468
H -2.175 -0.576 2.821
H -2.587 0.892 2.308
H -3.079 -1.570 0.867
H -3.364 0.091 0.287
*
```

Output
Lowest unoccupied orbital energy: 0.1433 Eh
Orbital gap: 0.2462 Ha

Entry 2:
A cluster of 3 separate species, C3H12N2O3 in total in a non-equilibrium geometry, computed with ωB97M-V with the def2-TZVPD basis set.

```
! wB97M-V def2-TZVPD RIJCOSX def2/J DEFGRID3
* xyz 0 1
N -0.999 1.462 2.469
C -1.417 1.264 1.095
C -1.087 -0.147 0.646
N 0.323 -0.329 0.290
C 1.198 -1.210 0.850
O 1.953 -1.850 0.116
H -1.696 1.225 3.152
H -0.056 1.163 2.675
H -0.951 2.165 0.622
H -2.494 1.439 1.053
H -1.461 -0.894 1.361
H -1.587 -0.380 -0.312
H 0.451 -0.310 -0.713
H 1.244 -1.415 1.924
O -0.239 0.509 -3.103
H 0.255 1.181 -2.615
H 0.373 -0.251 -3.158
O 1.764 -0.978 -2.271
H 1.726 -1.866 -1.887
H 2.699 -0.778 -2.195
*
```

Output
Structure (SMILES): NCCNC=O.O.O
Lowest unoccupied orbital energy: 0.0291 Eh
Orbital gap: 0.3629 Ha

Entry 3:
A cluster of 3 separate species, C2H10NO3 in total in a non-equilibrium geometry, computed with ωB97M-V with the def2-TZVPD basis set.

```
! wB97M-V def2-TZVPD RIJCOSX def2/J DEFGRID3
* xyz -1 1
C 0.120 0.466 0.363
O 1.093 -0.324 0.904
C 0.611 1.914 0.159
N 1.377 2.113 -1.103
H -0.256 0.136 -0.635
H -0.818 0.528 0.977
H -0.122 2.691 0.353
H 1.420 2.061 0.886
H 2.017 1.329 -1.144
H 0.771 2.052 -1.917
H 0.006 -2.461 -0.596
H 0.584 -1.647 0.600
O 0.129 -2.578 0.359
H -1.812 -2.647 0.085
H -2.468 -1.487 0.696
O -2.651 -2.146 0.011
*
```

Output
Lowest unoccupied orbital energy: 0.1570 Eh
Orbital gap: 0.2933 Ha

Entry 4:
A structure of composition C11H12MgN2O4 in a non-equilibrium geometry, computed with ωB97M-V with the def2-TZVPD basis set.

```
! wB97M-V def2-TZVPD RIJCOSX def2/J DEFGRID3
* xyz 2 1
Mg 0.002 0.094 -0.893
O 0.144 3.128 -0.560
C 0.091 1.986 -0.707
C -0.089 -1.806 -0.867
O -0.145 -2.956 -0.817
C 1.905 0.004 -0.895
O 3.057 -0.051 -0.873
C -1.900 0.187 -0.937
O -3.052 0.242 -0.940
C 0.035 0.783 -5.984
H -0.856 1.384 -6.130
H 0.982 1.296 -6.110
C -0.031 -0.596 -6.043
H 0.864 -1.184 -6.215
H -0.974 -1.095 -6.235
C 1.922 0.570 4.292
C 0.889 0.260 3.257
C -0.369 -0.224 3.489
C -0.922 -0.390 2.232
N -0.025 0.004 1.280
N 1.064 0.398 1.933
C -2.298 -0.949 2.048
H 1.547 1.354 4.980
H 2.148 -0.350 4.872
H 2.859 0.923 3.811
H -0.820 -0.450 4.446
H 1.936 0.757 1.491
H -2.365 -1.925 2.569
H -3.039 -0.254 2.500
H -2.559 -1.140 1.004
*
```

Output
Lowest unoccupied orbital energy: -0.3611 Eh
Orbital gap: 0.1878 Ha

Entry 5:
A cluster of 2 separate species, C11H22BNO9P in total in a non-equilibrium geometry, computed with ωB97M-V with the def2-TZVPD basis set.

```
! wB97M-V def2-TZVPD RIJCOSX def2/J DEFGRID3
* xyz 1 1
C -3.195 0.863 1.884
C -2.232 0.906 0.669
C -1.526 2.262 0.639
O -0.475 2.214 1.606
C 0.654 2.967 1.259
C 1.750 2.118 0.634
C 1.470 1.261 -0.570
C 2.364 -0.032 -0.388
P 1.258 -1.594 -0.484
O 0.683 -1.834 1.032
O 0.017 -1.255 -1.498
C 2.884 0.167 0.972
N 2.571 1.267 1.515
O 2.848 1.716 2.758
B 4.185 1.486 3.232
O 4.318 1.266 4.561
O 5.277 1.473 2.446
H -3.599 1.862 2.003
H -3.984 0.140 1.728
H -2.607 0.670 2.776
H -2.799 0.740 -0.245
H -1.470 0.135 0.783
H -1.128 2.385 -0.372
H -2.224 3.074 0.824
H 1.059 3.403 2.171
H 0.448 3.787 0.573
H 2.473 2.874 0.289
H 0.433 0.938 -0.497
H 1.517 1.765 -1.525
H 3.098 -0.232 -1.156
H -0.177 -2.286 1.015
H -0.707 -0.772 -1.050
H 3.476 -0.606 1.444
H 4.476 2.117 5.003
H 5.100 1.782 1.545
C -2.098 -4.184 -4.239
C -1.896 -3.343 -3.000
O -3.183 -2.756 -2.806
C -4.104 -3.557 -3.416
O -5.275 -3.439 -3.298
O -3.489 -4.506 -4.167
H -1.491 -5.087 -4.245
H -1.912 -3.626 -5.159
H -1.648 -3.948 -2.123
H -1.139 -2.576 -3.126
*
```

Output
Lowest unoccupied orbital energy: -0.1555 Eh
Orbital gap: 0.2935 Ha

Entry 6:
A cluster of 12 separate species, C38H96F5N26O12 in total in a non-equilibrium geometry, computed with ωB97M-V with the def2-TZVPD basis set.

```
! wB97M-V def2-TZVPD RIJCOSX def2/J DEFGRID3
* xyz 1 1
C 3.875 -3.342 0.404
C 3.983 -3.936 -0.998
C 3.302 -3.139 -2.113
C 4.166 -2.224 -2.986
C 5.320 -1.442 -2.351
C 5.270 0.041 -2.719
C 4.543 0.875 -1.680
C 3.044 0.676 -1.720
C 2.353 1.124 -2.993
C 0.854 0.855 -2.876
C -0.039 2.025 -3.255
N -0.906 2.463 -2.158
C -1.680 1.667 -1.509
N -1.797 0.360 -1.742
C -2.531 -0.225 -0.610
C -2.169 -1.634 -0.218
C -3.209 -2.666 -0.634
C -3.152 -3.897 0.253
C -4.495 -4.424 0.692
F -5.476 -3.555 0.519
F -4.803 -5.528 0.021
C -4.511 -4.811 2.173
F -4.561 -3.731 2.913
F -5.562 -5.541 2.448
F -3.443 -5.490 2.494
C -2.423 0.882 0.442
C -1.196 0.905 1.332
N -0.119 0.048 0.825
N -2.475 2.020 -0.486
O -2.291 3.311 0.010
C -3.559 3.973 0.272
C -3.478 4.750 1.556
C -3.117 3.831 2.695
C -4.806 5.451 1.752
C -4.908 6.239 3.048
C -5.872 5.546 3.998
C -5.465 7.620 2.788
H 3.828 -4.119 1.130
H 4.731 -2.761 0.668
H 3.008 -2.716 0.495
H 5.011 -4.133 -1.235
H 3.448 -4.864 -0.943
H 2.882 -3.868 -2.785
H 2.461 -2.609 -1.709
H 3.499 -1.481 -3.398
H 4.518 -2.786 -3.830
H 6.233 -1.823 -2.766
H 5.357 -1.523 -1.288
H 6.274 0.412 -2.749
H 4.867 0.172 -3.698
H 4.873 0.551 -0.713
H 4.762 1.925 -1.777
H 2.788 -0.354 -1.567
H 2.586 1.234 -0.914
H 2.568 2.158 -3.209
H 2.738 0.553 -3.813
H 0.627 0.480 -1.899
H 0.628 0.058 -3.560
H -0.652 1.836 -4.113
H 0.590 2.856 -3.489
H -0.929 3.427 -1.899
H -2.037 0.091 -2.682
H -3.575 -0.236 -0.897
H -1.195 -1.894 -0.589
H -2.100 -1.657 0.853
H -4.164 -2.180 -0.583
H -3.030 -2.943 -1.652
H -2.700 -4.695 -0.300
H -2.523 -3.756 1.104
H -3.320 0.859 1.030
H -0.825 1.908 1.364
H -1.499 0.684 2.340
H -0.258 -0.891 1.154
H 0.738 0.329 1.269
H -3.745 4.630 -0.557
H -4.311 3.215 0.334
H -2.672 5.450 1.418
H -3.665 2.906 2.640
H -3.355 4.270 3.640
H -2.071 3.609 2.694
H -5.574 4.699 1.719
H -4.955 6.109 0.914
H -3.949 6.307 3.526
H -5.846 6.009 4.965
H -5.696 4.488 4.069
H -6.844 5.688 3.610
H -6.448 7.488 2.381
H -4.853 8.180 2.107
H -5.546 8.161 3.711
C 8.249 1.507 -0.680
O 7.433 0.608 -0.460
N 8.800 1.670 -1.927
N 8.647 2.375 0.276
H 9.466 2.385 -2.143
H 8.512 1.039 -2.649
H 8.269 2.279 1.208
H 9.306 3.109 0.109
C -6.334 -9.273 -1.874
O -7.061 -10.249 -1.871
N -5.719 -8.816 -3.016
N -6.067 -8.541 -0.747
H -5.123 -8.009 -3.047
H -5.881 -9.335 -3.856
H -6.497 -8.836 0.106
H -5.474 -7.735 -0.742
C -2.942 0.823 -6.184
O -2.289 0.878 -5.145
N -2.342 0.770 -7.407
N -4.306 0.811 -6.185
H -2.849 0.725 -8.269
H -1.342 0.777 -7.430
H -4.769 0.851 -5.299
H -4.857 0.766 -7.020
C 5.202 -3.851 4.344
O 4.836 -3.472 3.242
N 4.457 -4.731 5.095
N 6.378 -3.447 4.907
H 4.737 -5.064 5.996
H 3.595 -5.053 4.703
H 6.961 -2.827 4.368
H 6.695 -3.757 5.803
C -10.185 5.353 4.490
O -9.051 5.733 4.235
N -10.560 4.974 5.750
N -11.161 5.281 3.534
H -11.482 4.662 5.983
H -9.866 5.018 6.469
H -10.913 5.556 2.604
H -12.095 4.975 3.718
C 9.437 -2.109 1.087
O 9.420 -1.308 2.005
N 8.853 -1.877 -0.116
N 10.053 -3.339 1.226
H 8.880 -2.531 -0.873
H 8.350 -1.005 -0.233
H 10.488 -3.540 2.105
H 10.088 -4.026 0.499
C -6.788 -5.675 -5.008
O -5.635 -5.626 -4.600
N -7.447 -4.561 -5.462
N -7.501 -6.838 -5.038
H -8.389 -4.575 -5.800
H -6.946 -3.696 -5.451
H -7.032 -7.658 -4.709
H -8.446 -6.908 -5.358
C 6.901 -6.314 1.500
O 6.069 -7.098 1.918
N 7.437 -6.429 0.237
N 7.368 -5.263 2.240
H 8.117 -5.796 -0.133
H 7.115 -7.188 -0.329
H 6.990 -5.152 3.159
H 8.055 -4.606 1.913
C 8.246 3.422 3.996
O 8.686 3.132 2.892
N 8.929 3.131 5.141
N 7.045 4.056 4.158
H 8.596 3.357 6.057
H 9.809 2.664 5.042
H 6.529 4.279 3.330
H 6.666 4.303 5.050
C 4.523 0.104 -6.696
O 5.212 0.609 -5.828
N 3.869 -1.087 -6.502
N 4.351 0.683 -7.928
H 3.304 -1.529 -7.199
H 3.985 -1.535 -5.611
H 4.822 1.550 -8.095
H 3.796 0.281 -8.657
C -6.960 10.159 7.026
O -7.000 11.318 7.390
N -5.880 9.345 7.278
N -7.987 9.562 6.339
H -5.829 8.389 6.988
H -5.112 9.742 7.782
H -8.792 10.120 6.139
H -7.966 8.608 6.030
*
```

Output
Lowest unoccupied orbital energy: -0.0682 Eh
Orbital gap: 0.3210 Ha

Entry 7:
A structure of composition C31H21N5O8S3Tc, computed with ωB97M-V with the def2-TZVPD basis set.

```
! wB97M-V def2-TZVPD RIJCOSX def2/J DEFGRID3
* xyz 0 2
Tc 0.486 0.588 0.053
O 1.197 1.881 -3.676
C 1.263 1.648 -2.500
N 0.969 0.426 -1.869
C 1.594 -0.722 -2.284
C 1.953 -1.089 -3.591
C 2.623 -2.273 -3.779
C 2.963 -3.109 -2.693
C 2.652 -2.756 -1.408
C 1.974 -1.540 -1.186
N 1.676 -0.990 0.020
C 2.250 -1.531 1.210
O 3.392 -1.309 1.506
C 1.339 -2.368 2.050
C 1.438 -2.322 3.433
C 0.624 -3.172 4.163
C -0.222 -4.032 3.481
C -0.240 -3.996 2.094
N 0.516 -3.170 1.379
C 1.813 2.626 -1.490
C 2.323 3.845 -1.865
C 2.980 4.603 -0.900
C 3.120 4.098 0.376
C 2.546 2.871 0.685
N 1.889 2.167 -0.226
H 1.684 -0.450 -4.421
H 2.889 -2.577 -4.783
H 3.484 -4.038 -2.881
H 2.925 -3.388 -0.573
H 2.122 -1.631 3.903
H 0.652 -3.164 5.245
H -0.871 -4.716 4.011
H -0.898 -4.650 1.533
H 2.217 4.167 -2.891
H 3.394 5.568 -1.156
H 3.642 4.645 1.147
H 2.604 2.451 1.676
O 0.365 1.882 4.274
S -0.078 2.068 2.919
O 0.342 0.847 2.120
O 0.279 3.300 2.269
C -1.868 1.979 2.952
C -2.415 1.796 4.218
C -3.785 1.716 4.401
C -4.628 1.817 3.307
C -4.091 2.005 2.046
C -2.716 2.092 1.850
S -2.327 2.381 0.118
O -2.610 3.761 -0.133
O -3.107 1.401 -0.599
O -0.856 2.121 -0.067
H -1.739 1.720 5.057
H -4.187 1.576 5.396
H -5.701 1.758 3.431
H -4.742 2.084 1.185
S -3.155 -1.859 -1.231
C -1.673 -1.030 -1.167
N -1.204 -0.758 0.017
C -2.065 -1.237 1.008
C -1.870 -1.175 2.387
C -2.838 -1.706 3.211
C -3.987 -2.312 2.691
C -4.177 -2.409 1.330
C -3.202 -1.865 0.498
H -1.173 -0.720 -2.071
H -0.976 -0.723 2.787
H -2.701 -1.653 4.283
H -4.733 -2.714 3.364
H -5.057 -2.883 0.917
*
```

Output
Lowest unoccupied orbital energy (spin up / spin down): -0.0784 / -0.0400 Eh
<S²>: 1.1997
Orbital gap (spin up / spin down): 0.2358 / 0.2696 Ha

Entry 8:
A cluster of 2 separate species, C4H12 in total in a non-equilibrium geometry, computed with ωB97M-V with the def2-TZVPD basis set.

```
! wB97M-V def2-TZVPD RIJCOSX def2/J DEFGRID3
* xyz 0 1
C 1.239 -2.026 0.170
C 0.636 -1.959 -1.190
H 1.813 -2.987 0.382
H 1.839 -1.141 0.288
H 0.576 -1.810 0.958
H 1.186 -2.307 -2.131
H 0.299 -0.846 -1.312
H -0.216 -2.560 -1.059
C -0.625 1.213 0.274
C -1.222 2.638 0.702
H -0.782 1.129 -0.972
H 0.475 1.089 0.412
H -1.170 0.511 0.744
H -0.664 3.220 1.477
H -2.212 2.546 1.294
H -1.173 3.289 -0.037
*
```

Output
Structure (SMILES): CC.CC
Lowest unoccupied orbital energy: 0.0410 Eh
Orbital gap: 0.4557 Ha

Entry 9:
The molecule C3H8O2, computed with ωB97M-V with the def2-TZVPD basis set.

```
! wB97M-V def2-TZVPD RIJCOSX def2/J DEFGRID3
* xyz 0 1
C 1.617 -0.143 0.102
C 0.315 0.530 -0.310
C -0.899 -0.174 0.323
O -2.099 0.479 -0.031
O -1.009 -1.495 -0.081
H 1.581 -1.201 -0.145
H 1.771 -0.048 1.175
H 2.460 0.311 -0.412
H 0.201 0.497 -1.396
H 0.317 1.578 0.000
H -0.780 -0.206 1.418
H -2.109 1.368 0.334
H -1.368 -1.496 -0.977
*
```

Output
Structure (SMILES): CCC(O)O
Lowest unoccupied orbital energy: 0.0326 Eh
Orbital gap: 0.4061 Ha

Entry 10:
The molecule C4H12BN in a non-equilibrium geometry, computed with ωB97M-V with the def2-TZVPD basis set.

```
! wB97M-V def2-TZVPD RIJCOSX def2/J DEFGRID3
* xyz 0 1
B 0.008 1.869 0.626
N -0.020 0.704 -0.172
C 1.195 0.012 -0.618
C 2.006 -0.831 0.362
C -1.284 0.195 -0.586
C -1.937 -0.893 0.253
H 1.020 2.478 0.565
H -0.962 2.235 1.225
H 1.836 0.870 -0.778
H 0.873 -0.675 -1.458
H 1.458 -1.819 0.469
H 2.852 -1.294 -0.160
H 2.443 -0.196 1.103
H -1.100 -0.225 -1.659
H -2.046 1.013 -0.600
H -2.293 -0.302 1.119
H -2.868 -1.375 -0.150
H -1.181 -1.764 0.462
*
```

Output
Structure (SMILES): BN(CC)CC
Lowest unoccupied orbital energy: 0.0340 Eh
Orbital gap: 0.3721 Ha

Entry 11:
The molecule C3H5N3O in a non-equilibrium geometry, computed with ωB97M-V with the def2-TZVPD basis set.

```
! wB97M-V def2-TZVPD RIJCOSX def2/J DEFGRID3
* xyz 0 1
H -1.857 2.453 1.062
N -1.927 1.492 0.622
C -0.846 0.935 0.398
N -0.761 -0.388 -0.125
C 0.427 -1.257 -0.201
C 1.432 -0.222 -0.579
N 1.585 0.927 -0.079
O 0.407 1.503 0.612
H -1.564 -0.673 -0.443
H 0.129 -2.265 -0.840
H 0.627 -1.900 0.710
H 2.347 -0.604 -1.136
*
```

Output
Structure (SMILES): [H]/N=C1/NCC=NO1
Lowest unoccupied orbital energy: 0.0207 Eh
Orbital gap: 0.3590 Ha

Entry 12:
The molecule C2N2S in a non-equilibrium geometry, computed with ωB97M-V with the def2-TZVPD basis set.

```
! wB97M-V def2-TZVPD RIJCOSX def2/J DEFGRID3
* xyz 0 1
C -0.088 -0.889 0.640
C 0.701 0.791 -1.138
N -0.017 -1.774 1.406
N -0.019 0.101 -0.289
S -0.577 1.771 -0.619
*
```

Output
Lowest unoccupied orbital energy: -0.0401 Eh
Orbital gap: 0.3269 Ha

Entry 13:
A structure of composition C22H20CaF5N6OS2 in a non-equilibrium geometry, computed with ωB97M-V with the def2-TZVPD basis set.

```
! wB97M-V def2-TZVPD RIJCOSX def2/J DEFGRID3
* xyz -1 1
Ca -0.709 0.454 -1.369
N -4.964 1.743 -0.069
C -3.891 1.070 -0.652
S -3.108 1.865 -1.995
N -3.631 -0.076 -0.087
N -2.492 -0.715 -0.600
C -2.463 -1.974 -0.365
C -1.444 -2.917 -0.824
C -1.563 -4.245 -0.388
C -0.704 -5.238 -0.804
C 0.315 -4.896 -1.708
C 0.456 -3.605 -2.162
C -0.403 -2.562 -1.733
O -0.245 -1.353 -2.171
H -5.400 2.403 -0.687
H -5.600 1.131 0.421
H -3.298 -2.392 0.198
H -2.369 -4.485 0.302
H -0.812 -6.254 -0.445
H 1.002 -5.662 -2.056
H 1.246 -3.333 -2.851
C -1.889 -0.982 2.922
C -1.271 0.394 3.179
C 0.095 0.254 3.866
C -2.216 1.255 4.029
C -1.098 1.074 1.874
N -0.970 1.586 0.852
H -2.073 -1.467 3.886
H -1.204 -1.604 2.344
H -2.827 -0.897 2.367
H -0.055 -0.238 4.831
H 0.555 1.231 4.032
H 0.788 -0.335 3.262
H -2.322 0.796 5.015
H -3.201 1.328 3.564
H -1.815 2.261 4.154
F 6.873 0.273 -2.561
C 5.710 0.156 -1.907
C 4.518 0.424 -2.536
F 4.528 0.811 -3.819
C 3.325 0.299 -1.848
F 2.214 0.596 -2.525
C 3.240 -0.095 -0.511
S 1.741 -0.238 0.357
C 4.478 -0.346 0.080
F 4.537 -0.721 1.363
C 5.682 -0.230 -0.587
F 6.838 -0.487 0.044
N 0.371 4.834 -2.122
C 1.335 4.489 -1.188
C 1.259 3.137 -1.080
N 0.273 2.649 -1.933
C -0.235 3.698 -2.535
H 0.158 5.758 -2.442
H 1.951 5.223 -0.690
H 1.830 2.468 -0.444
H -1.051 3.687 -3.243
*
```

Output
Lowest unoccupied orbital energy: 0.0927 Eh
Orbital gap: 0.2514 Ha